Entry 1:
42
Properties=species:S:1:pos:R:3:forces:R:3:mulliken_charge:R:1 method="wB97M-V/def2-TZVPD" mol_weight_g_mol=491.262 lumo_energy_ha=-0.2999 gap_ev=7.075 total_charge=+2 homo_energy_ev=-15.24 relative_energy_ev=0.5683 multiplicity=1
H -1.446 0.236 2.594 -0.03 0.04 0.02 0.345
C -0.268 -3.474 0.214 -0.05 0.08 0.00 -0.914
H -0.373 2.617 1.746 -0.01 0.00 0.00 0.214
H -2.931 -1.542 -0.281 0.02 -0.06 -0.05 0.273
H 0.221 -1.340 -3.244 -0.02 0.03 0.02 0.360
H 1.385 -2.485 -2.555 0.01 0.01 0.00 0.324
H -0.707 -4.341 -0.285 -0.01 -0.01 0.00 0.379
H -0.186 -3.060 -3.093 0.00 0.00 -0.02 0.403
W -1.926 0.171 -0.061 0.28 0.14 0.12 0.308
H 3.010 1.500 1.978 -0.01 0.00 0.00 0.349
H -3.394 2.367 2.184 0.02 0.01 0.01 0.358
Si 2.903 0.309 -0.198 0.13 0.01 -0.05 0.218
C 3.273 1.722 0.943 -0.06 -0.08 -0.06 -1.007
As 0.422 0.067 -0.013 0.14 -0.01 0.01 0.127
N -2.219 0.634 2.068 -0.05 -0.08 0.14 -0.473
Si -0.360 -2.002 -0.901 -0.20 -0.05 -0.18 0.088
C -2.281 -1.532 -1.237 0.04 -0.21 0.02 -0.731
C 0.327 -2.222 -2.614 -0.01 -0.01 0.10 -0.969
H -2.528 2.823 -0.227 0.02 0.00 0.00 0.394
H 4.584 -1.339 0.385 0.01 0.02 -0.01 0.406
C -2.362 2.087 2.393 -0.05 -0.01 -0.04 -0.669
H 2.784 -0.160 -2.637 -0.01 0.00 0.01 0.316
H -0.939 2.736 -0.518 0.00 0.02 0.04 0.286
N -1.664 2.396 0.105 -0.06 0.04 -0.12 -0.625
H 4.351 1.905 0.917 0.02 -0.02 -0.01 0.381
C 3.131 0.657 -2.005 -0.01 -0.02 0.11 -0.941
H 3.185 -2.163 -0.281 -0.03 0.00 -0.01 0.314
C -1.411 2.848 1.500 0.04 0.02 0.03 -0.395
H -3.049 0.142 2.400 0.00 0.03 -0.03 0.353
C 3.490 -1.352 0.382 -0.02 0.10 -0.03 -0.977
H 0.770 -3.721 0.442 0.03 0.02 -0.02 0.340
H 4.203 0.777 -2.189 0.02 0.00 0.01 0.389
H -2.164 2.260 3.450 0.03 0.04 -0.01 0.448
H 2.786 2.648 0.636 -0.01 -0.01 -0.01 0.344
H -2.703 -2.379 -1.781 -0.04 0.04 -0.02 0.650
H -0.794 -3.310 1.155 0.01 0.00 -0.02 0.333
C -3.922 0.919 -0.093 -0.07 -0.14 -0.13 -0.040
H -1.555 3.924 1.591 -0.01 0.00 0.03 0.457
H -2.451 -0.635 -1.945 0.01 0.04 0.09 0.278
H 3.170 -1.576 1.400 -0.02 0.00 0.00 0.364
H 2.645 1.581 -2.317 -0.02 0.00 0.01 0.358
N -5.006 1.309 -0.010 -0.02 0.04 0.02 -0.416

=====

Entry 2:
52
Properties=species:S:1:pos:R:3:forces:R:3:mulliken_charge:R:1 method="wB97M-V/def2-TZVPD" mol_weight_g_mol=484.584 lumo_energy_ha=-0.0062 gap_ev=9.661 total_charge=0 homo_energy_ev=-9.83 multiplicity=1
H 0.596 3.199 -4.890 -0.02 0.03 -0.27 -0.130
C 3.571 2.941 0.877 0.20 0.21 -0.05 -0.683
H -5.826 -1.157 5.493 0.01 0.03 -0.02 0.248
H 2.930 3.339 0.096 -0.03 -0.09 -0.04 0.326
O -3.084 -0.386 3.979 -0.91 0.77 -2.07 -0.335
H 3.483 3.548 1.776 -0.03 -0.05 0.01 0.271
H 3.747 -0.703 -5.663 -0.06 -0.14 -0.03 0.235
C -2.457 0.554 3.078 0.27 0.00 -0.08 -0.603
H -1.542 -0.108 -3.255 -0.16 -0.10 -0.16 -0.107
O -4.321 -2.222 2.199 0.09 1.84 -0.45 -0.315
H 4.604 2.942 0.538 -0.01 -0.06 0.00 0.284
Br 5.999 0.392 -2.961 0.20 0.09 0.06 -0.211
B -0.838 0.222 -4.152 -0.61 0.09 -0.91 0.515
O 2.045 0.919 -0.840 0.38 -0.50 0.07 -0.245
C -5.689 -1.891 4.700 0.01 0.06 0.17 -0.699
H -5.939 -3.494 2.388 0.02 0.05 0.03 0.264
H 1.415 -1.822 0.126 -0.01 0.05 -0.02 0.307
H -0.046 2.456 2.868 0.02 -0.03 0.02 -0.003
O 0.936 2.248 1.068 0.23 -0.04 -0.03 -0.330
C 0.918 2.696 2.419 -0.12 0.00 -0.08 -0.573
H -4.387 -4.201 2.900 0.08 0.05 0.02 0.358
P -3.373 -1.849 3.419 0.22 -2.69 3.17 1.126
H -6.291 -2.771 4.924 0.03 -0.01 0.03 0.253
H -3.080 0.727 2.201 -0.02 0.01 0.01 0.350
C 3.829 -0.593 -4.581 0.22 0.41 0.40 -0.674
H 3.962 1.427 -3.858 0.14 0.26 -0.10 0.230
C 0.976 -1.451 1.053 -0.20 -0.20 -0.23 -0.737
C 2.450 -0.580 -3.883 0.39 -0.26 -0.64 -0.512
C 4.629 0.692 -4.296 -0.75 -0.31 -0.17 -0.512
H 2.535 0.036 -2.982 -0.18 -0.19 0.20 0.350
O 0.038 -0.638 -4.783 0.24 0.04 1.33 -0.361
H -1.484 0.174 2.766 0.01 0.03 -0.01 0.214
H 2.176 -1.595 -3.596 -0.03 0.01 0.23 0.217
H -4.721 -3.938 1.176 0.02 0.01 0.00 0.269
H 5.083 1.082 -5.199 0.28 0.12 0.13 0.426
H 4.412 -1.423 -4.191 -0.03 -0.19 -0.22 0.490
C -4.872 -3.549 2.179 -0.03 -0.18 -0.21 -0.697
O -2.146 -2.648 3.392 0.21 0.24 -0.50 -0.663
H 1.713 2.246 3.016 -0.01 -0.01 0.02 0.409
H -2.332 1.493 3.609 -0.05 -0.06 0.13 0.251
H 1.051 3.778 2.427 -0.04 0.01 -0.01 0.279
P 1.870 0.984 0.624 -2.58 4.17 -3.47 0.591
O 3.250 1.577 1.193 -0.01 -2.28 1.51 -0.417
H 1.662 -1.620 1.882 -0.03 0.01 0.04 0.346
H 0.048 -1.977 1.258 -0.04 0.07 0.02 0.197
B 0.386 2.035 -5.004 -0.30 0.33 -0.63 0.585
H -6.030 -1.468 3.754 0.02 0.04 0.01 0.357
O 0.652 -0.041 0.924 2.18 -1.29 2.18 -0.049
O -4.320 -2.284 4.653 0.11 -0.16 -0.32 -0.404
B 1.291 -0.014 -4.748 0.03 -0.49 -1.00 0.531
O 1.366 1.177 -5.473 0.17 0.32 1.09 -0.534
O -0.843 1.539 -4.600 0.48 -0.01 0.87 -0.486

=====

Entry 3:
43
Properties=species:S:1:pos:R:3:forces:R:3:mulliken_charge:R:1 method="wB97M-V/def2-TZVPD" mol_weight_g_mol=280.273 lumo_energy_ha=-0.0199 gap_ev=8.955 total_charge=0 homo_energy_ev=-9.50 multiplicity=1
H -4.790 -3.497 4.217 -0.02 0.01 -0.07 0.276
O 3.221 3.444 -0.714 0.22 0.15 -0.12 -0.468
H -3.088 -6.422 -0.224 -0.07 0.05 -0.14 0.275
H 2.516 2.970 -3.248 0.08 0.02 -0.01 0.264
H 6.493 6.658 -3.878 0.08 -0.16 0.00 0.263
H -3.716 -4.643 3.393 -0.02 0.12 0.03 0.114
O 0.735 2.165 0.707 -1.12 1.24 -0.90 -0.616
C -4.035 -6.290 0.309 0.11 -0.37 0.16 -0.227
O 4.512 7.024 -4.305 -0.02 -0.20 -0.20 -0.522
H -5.838 -7.399 0.715 -0.01 0.05 -0.05 0.283
O 0.961 0.452 2.064 -1.53 -0.83 0.66 -0.586
C 2.898 2.107 -2.700 0.05 -0.03 -0.11 -0.972
H -4.397 -8.398 0.615 0.05 -0.01 -0.09 0.333
H -2.041 2.369 0.718 -0.10 -0.30 0.15 0.133
C -4.898 -7.531 0.178 -0.06 0.02 0.01 -1.070
H 6.014 5.350 -1.791 -0.01 0.04 0.05 0.279
H 5.250 6.951 -1.711 0.12 -0.01 0.01 0.391
H 2.477 2.971 -0.322 -0.11 0.01 0.19 0.312
H -3.297 -6.763 2.048 0.01 -0.02 0.02 0.245
H 4.711 3.082 -2.053 0.00 0.06 0.08 0.230
H -2.928 -1.226 4.082 -0.04 -0.09 0.08 0.305
H -4.547 -5.424 -0.108 0.05 0.08 0.12 0.270
F -2.207 0.031 0.909 -0.26 0.03 0.28 -0.155
C -3.782 -3.646 3.825 -0.03 -0.04 0.17 -0.862
H -2.440 -2.733 2.403 -0.06 -0.11 -0.11 0.245
H -2.007 1.548 2.818 -0.32 -0.34 -0.30 0.140
O -3.759 -6.003 1.680 -0.07 0.11 -0.19 -0.478
H 4.274 5.538 -2.078 0.04 -0.07 0.02 0.232
C -3.453 -2.590 2.791 0.22 -0.08 0.34 -0.116
O -3.551 -1.275 3.351 -0.03 0.27 -0.23 -0.554
C 5.513 6.195 -3.718 -0.04 0.37 0.28 -0.274
H 2.037 1.597 -2.261 0.06 -0.07 0.03 0.280
H 4.533 7.871 -3.851 -0.03 0.02 0.02 0.301
H -5.119 -7.747 -0.868 0.01 -0.04 0.01 0.338
C 3.862 2.554 -1.616 -0.43 -0.09 0.19 -0.193
H -3.096 -3.583 4.675 0.06 0.00 -0.05 0.375
H 3.384 1.430 -3.405 -0.04 -0.01 0.00 0.320
H -4.152 -2.641 1.957 -0.01 0.15 0.01 0.252
P -1.559 1.306 1.503 0.37 0.48 -0.05 0.420
C 5.252 5.992 -2.237 -0.08 -0.05 -0.06 -0.945
C 0.319 1.271 1.430 2.97 -0.35 0.03 0.589
H 4.243 1.693 -1.056 0.10 -0.05 -0.14 0.298
H 5.494 5.241 -4.244 -0.08 0.07 -0.10 0.274